The following is a DFT calculation (ωB97M-V/def2-TZVPD) of a structure of composition C46H43AsN7O2PbS2 in a non-equilibrium geometry.

Calculated values
**Highest occupied orbital energy**: -9.637 eV
**LUMO energy**: -0.0696 Eh
**F_max**: 1.78 eV/Å
**E_tot**: -150678.4830 eV
**Frontier orbital gap**: 0.285 Eh
**Net charge**: +1
**Molar mass**: 1072.15 g/mol

```
102
Properties=species:S:1:pos:R:3:forces:R:3:lowdin_charge:R:1
Pb 0.69335 1.12565 0.63100 0.4 0.0 0.4 1.36
C 1.63161 2.90664 3.38995 -0.1 0.2 0.2 -0.17
C 0.19557 2.87676 3.93893 0.3 -0.1 0.0 -0.10
C -0.97876 3.04017 3.00927 -0.3 0.4 0.2 -0.26
C -1.92848 4.01162 3.31874 0.0 0.0 -0.1 -0.01
C -3.07322 4.12735 2.55230 0.1 -0.2 -0.1 -0.03
C -3.26355 3.23547 1.50820 0.0 0.0 0.0 -0.04
C -2.27765 2.29890 1.26494 -0.2 0.1 -0.1 -0.18
N -1.16082 2.21207 1.98225 -0.2 0.1 0.5 -0.01
N 2.12402 1.67819 2.76241 0.2 0.0 0.3 -0.27
C 3.47534 1.88119 2.23986 0.1 -0.2 0.1 -0.13
C 3.53631 2.75421 1.01645 0.2 0.2 -0.1 -0.27
C 4.76151 3.21914 0.55354 -0.1 0.0 -0.1 0.00
C 4.79175 4.01814 -0.57554 -0.2 0.0 0.1 -0.03
C 3.59146 4.37918 -1.16893 0.0 -0.1 0.0 -0.02
C 2.42282 3.86514 -0.64263 0.1 0.4 -0.3 -0.12
N 2.39298 3.04687 0.40362 0.2 0.3 0.3 0.01
C 2.11366 0.54227 3.67116 -0.2 0.0 0.2 -0.14
C 2.31125 -0.78276 2.98349 0.1 -0.4 0.3 -0.27
C 2.77948 -1.87038 3.71612 0.0 0.0 -0.1 0.00
C 2.93940 -3.09123 3.08007 -0.1 0.2 -0.1 -0.03
C 2.64989 -3.18057 1.72611 0.0 0.0 0.1 -0.04
C 2.17492 -2.05032 1.08185 0.1 -0.4 0.0 -0.13
N 1.98543 -0.89029 1.69805 0.5 -0.1 0.3 0.00
H 2.28972 3.17126 4.23678 0.0 0.0 -0.1 0.13
H 1.71194 3.70124 2.64671 0.0 0.0 0.1 0.12
H 0.13493 3.69220 4.66189 0.0 -0.1 0.0 0.12
H 0.03503 1.95354 4.49994 -0.1 0.1 0.1 0.11
H -1.76902 4.67115 4.15578 0.1 0.1 0.1 0.11
H -3.80101 4.89509 2.76324 -0.1 0.1 0.1 0.12
H -4.14605 3.27126 0.88981 -0.1 0.0 -0.1 0.12
H -2.37260 1.59789 0.44373 -0.1 0.1 0.0 0.08
H 3.88350 0.90655 1.96236 0.0 0.0 0.1 0.14
H 4.13097 2.30125 3.01964 0.0 0.0 -0.1 0.14
H 5.67511 2.94328 1.05666 0.1 0.0 0.1 0.12
H 5.73180 4.36348 -0.97829 0.1 0.0 0.0 0.12
H 3.56072 5.03273 -2.02717 0.0 0.0 -0.1 0.12
H 1.46516 4.12809 -1.06385 -0.1 0.0 -0.1 0.10
H 1.13958 0.49671 4.16629 0.1 0.0 0.0 0.12
H 2.87469 0.65239 4.46046 -0.1 0.0 0.0 0.14
H 3.00950 -1.76243 4.76694 0.1 0.1 0.0 0.12
H 3.29445 -3.95024 3.63162 0.0 0.0 0.0 0.12
H 2.77207 -4.10737 1.18806 0.0 0.0 -0.1 0.11
H 1.93353 -2.06669 0.02928 0.0 -0.1 -0.1 0.09
C -5.18103 -0.75059 2.94183 0.0 0.0 0.0 -0.08
C -3.92264 -0.83491 3.51365 0.0 0.0 0.1 -0.08
C -2.79963 -0.92881 2.71032 0.3 0.0 -0.1 -0.14
C -2.91849 -0.96523 1.32342 0.2 0.1 -0.1 -0.38
C -4.18231 -0.82427 0.76305 0.1 0.0 -0.3 -0.11
C -5.30671 -0.72715 1.56399 -0.1 0.0 0.1 -0.07
As -1.28257 -1.12162 0.22868 -1.2 -1.3 -0.3 1.31
C -2.05791 -1.32046 -1.55490 0.0 0.1 0.0 -0.39
C -1.55749 -0.51797 -2.57009 0.2 0.1 0.2 -0.11
C -2.10652 -0.53536 -3.84042 -0.2 0.0 -0.1 -0.07
C -3.17901 -1.36631 -4.10608 0.1 0.0 -0.1 -0.07
C -3.65299 -2.21758 -3.11961 -0.1 -0.1 0.1 -0.07
C -3.09115 -2.20633 -1.85496 0.0 -0.2 0.2 -0.13
C -0.85874 -3.02145 0.53273 0.1 0.1 0.0 -0.37
C -0.48156 -3.79294 -0.56269 0.0 0.3 -0.2 -0.12
C -0.10576 -5.11375 -0.40160 0.1 -0.1 0.0 -0.07
C -0.09302 -5.67944 0.86290 0.1 0.0 0.0 -0.08
C -0.44031 -4.91321 1.96220 -0.1 0.0 0.0 -0.08
C -0.82047 -3.59107 1.79875 -0.1 0.2 0.1 -0.11
H -6.05904 -0.68760 3.56564 -0.1 0.0 0.1 0.11
H -3.82390 -0.82839 4.58937 0.1 0.0 0.1 0.11
H -1.81367 -0.96638 3.16419 0.0 0.0 0.1 0.09
H -4.29430 -0.78953 -0.31302 0.0 0.0 0.1 0.09
H -6.28264 -0.63793 1.10986 -0.1 0.0 0.0 0.11
H -0.71340 0.11455 -2.36171 0.0 0.0 0.0 0.05
H -1.70425 0.11153 -4.60523 0.0 0.0 -0.1 0.10
H -3.64013 -1.36398 -5.08108 0.0 0.0 -0.1 0.11
H -4.47912 -2.87919 -3.33462 0.0 -0.1 0.0 0.11
H -3.45850 -2.88863 -1.09600 0.0 0.0 0.0 0.12
H -0.50200 -3.34901 -1.55200 0.0 -0.1 0.0 0.08
H 0.17315 -5.70508 -1.26175 0.0 0.0 -0.1 0.11
H 0.18658 -6.71355 0.98883 0.0 -0.1 0.0 0.11
H -0.42902 -5.35302 2.94838 0.0 0.0 0.1 0.11
H -1.11303 -3.01159 2.66531 0.0 0.0 0.0 0.09
N -0.08032 -3.48224 -5.89635 -0.1 -0.2 -0.2 0.12
C 0.56657 -2.51570 -5.17058 0.1 0.3 0.2 -0.32
C 1.09511 -2.81018 -3.90799 0.0 0.1 -0.1 -0.02
C 1.72275 -1.82867 -3.17085 0.1 -0.2 0.0 -0.07
C 1.84586 -0.55069 -3.68619 0.4 0.6 0.4 -0.29
C 1.31110 -0.23299 -4.92173 0.1 0.0 -0.1 -0.07
C 0.67427 -1.20910 -5.66116 0.1 -0.1 0.1 -0.03
S 2.55265 0.70875 -2.64487 -0.7 0.1 0.6 0.58
O 3.51847 0.12244 -1.75509 -0.1 -0.3 -0.1 -0.30
O 2.93900 1.86556 -3.41038 0.0 -0.3 -0.4 -0.34
N 1.26723 1.09331 -1.70014 1.3 -0.8 -0.7 -0.29
C 0.41873 2.04670 -2.04401 -0.2 0.5 -0.8 -0.86
S 0.33082 2.85340 -3.58390 -0.5 0.5 0.3 1.08
C -1.03244 3.75166 -2.97066 0.1 -0.2 -0.1 -0.37
C -1.30288 3.39785 -1.69791 0.0 0.3 -0.4 -0.24
N -0.49248 2.43408 -1.17250 0.0 0.0 -0.1 -0.09
H 0.13348 -4.43799 -5.66052 -0.1 0.0 -0.1 0.10
H -0.17938 -3.30848 -6.88347 0.0 -0.1 0.0 0.10
H 1.02868 -3.82132 -3.53283 0.0 -0.1 0.1 0.11
H 2.15396 -2.03857 -2.20431 0.0 -0.1 0.1 0.10
H 1.41829 0.77389 -5.29414 0.0 0.1 -0.2 0.09
H 0.27216 -0.97802 -6.63610 -0.1 0.1 -0.1 0.12
H -1.53656 4.47506 -3.57822 -0.1 0.2 -0.1 0.06
H -2.07578 3.82271 -1.08454 -0.2 0.1 0.1 0.10
```
Forces are in eV/Å.